Record 1
# C27H38Br2ClN2O6P3S

3 unconnected molecules or ions with the total composition C27H38Br2ClN2O6P3S (wB97M-V/def2-TZVPD, the OMol25 dataset).

Structure (ORCA input):
```
! RIJCOSX wB97M-V def2-TZVPD def2/J DEFGRID3
* xyz 0 1
C -0.34 -3.18 1.29
C -1.02 -2.89 0.18
C -1.11 -1.46 -0.24
C 0.01 -0.94 -0.90
C 0.00 0.37 -1.36
C -1.11 1.20 -1.12
P -0.96 2.93 -1.74
S 0.44 3.88 -0.77
C -2.23 0.69 -0.43
C -3.38 1.65 -0.15
Cl -3.71 1.83 1.60
C -4.65 1.30 -0.93
C -4.33 1.27 -2.44
C -2.24 -0.66 0.00
P -3.74 -1.37 0.84
C -4.75 -2.34 -0.37
C -6.26 -2.02 -0.15
C -3.34 -2.42 2.29
C -4.65 -2.79 2.99
C 1.25 0.83 -2.06
O 1.26 1.54 -3.02
C 2.53 0.27 -1.49
C 3.69 1.18 -1.49
Br 3.97 2.19 0.09
C 4.47 1.29 -2.55
C 4.28 0.48 -3.80
Br 5.95 2.48 -2.57
C 2.53 -1.00 -1.07
P 4.08 -1.72 -0.42
C 3.67 -2.41 1.24
C 4.43 -3.19 -1.50
C 5.93 -3.44 -1.65
C 1.25 -1.76 -1.15
O 1.23 -2.93 -1.41
H 0.25 -4.08 1.40
H -0.36 -2.45 2.09
H -1.48 -3.65 -0.44
H -0.65 2.83 -3.10
H -2.20 3.58 -1.71
H -3.11 2.64 -0.47
H -5.39 2.08 -0.80
H -5.01 0.32 -0.66
H -3.71 2.13 -2.71
H -3.76 0.38 -2.72
H -5.23 1.28 -3.04
H -4.51 -2.04 -1.39
H -4.63 -3.41 -0.27
H -6.38 -1.46 0.78
H -6.65 -1.37 -0.93
H -6.85 -2.92 -0.06
H -2.69 -1.84 2.94
H -2.85 -3.36 2.04
H -5.23 -3.43 2.32
H -4.44 -3.40 3.86
H -5.25 -1.92 3.25
H 5.02 0.75 -4.54
H 4.38 -0.57 -3.55
H 3.30 0.70 -4.21
H 4.58 -2.40 1.83
H 3.34 -3.45 1.14
H 2.88 -1.79 1.67
H 3.98 -4.06 -1.01
H 3.92 -3.09 -2.45
H 6.44 -2.52 -1.93
H 6.11 -4.17 -2.43
H 6.33 -3.79 -0.71
C 1.22 6.90 1.32
N 1.08 8.17 2.10
O 1.05 8.09 3.31
O 1.01 9.20 1.46
H 1.27 6.07 2.02
H 0.35 6.82 0.68
H 2.13 6.98 0.74
C 2.74 1.13 4.06
N 2.54 -0.34 4.06
O 1.90 -0.83 3.15
O 3.04 -0.97 4.97
H 2.24 1.54 3.19
H 2.31 1.52 4.98
H 3.81 1.32 4.02
*
```

Computed properties:
DFT total energy = -8642.749121 hartree
structure (SMILES) = C=Cc1c2c(c([PH2]=S)c([C@H](Cl)CC)c1P(CC)CC)C(=O)C(/C(Br)=C(\C)Br)=C(P(C)CC)C2=O.C[N+](=O)[O-].C[N+](=O)[O-]
lowest unoccupied orbital energy = -1.4 eV

Record 2
# C2H4NO2S

A gas-phase ion, C2H4NO2S (charge -1) (wB97M-V/def2-TZVPD, the OMol25 dataset).

Structure (ORCA input):
```
! RIJCOSX wB97M-V def2-TZVPD def2/J DEFGRID3
* xyz -1 1
C 0.66 0.59 -0.73
C -0.73 0.15 -0.38
N 0.58 -1.70 -1.24
O -1.35 -1.98 1.53
O 1.38 -0.54 -1.17
S -0.78 -1.52 -0.41
H 0.65 1.36 -1.53
H 1.22 1.04 0.13
H -1.17 -2.92 1.60
H -1.29 0.66 0.38
*
```

Computed properties:
energy above the lowest of the compared OMol25 structures with the same formula, charge and spin = 119.3 kcal per mole
DFT total energy = -681.897927 hartree
lowest unoccupied orbital energy = 4.1 eV

Record 3
# C19H44ClN4O10S3

4 unconnected molecules or ions with the total composition C19H44ClN4O10S3 (wB97M-V/def2-TZVPD, the OMol25 dataset).

Structure (ORCA input):
```
! RIJCOSX wB97M-V def2-TZVPD def2/J DEFGRID3
* xyz 1 1
C 4.76 2.99 2.47
C 3.78 2.95 1.15
C 3.83 1.52 0.32
Cl 4.45 0.08 1.30
N 2.49 1.31 -0.36
C 1.60 0.34 0.40
N 1.54 -1.02 0.20
N 0.72 0.93 1.48
C -0.74 0.95 1.10
C -1.33 2.36 0.55
C -0.47 3.70 0.89
C -1.40 4.70 1.86
C -0.11 4.49 -0.52
O 0.89 0.34 2.68
C 0.72 1.43 3.69
N 0.63 2.54 4.39
H 5.91 3.05 2.17
H 4.53 2.14 3.26
H 4.53 4.02 3.02
H 2.71 3.30 1.45
H 4.19 3.78 0.40
H 4.62 1.69 -0.56
H 1.96 2.23 -0.32
H 2.11 -1.66 0.83
H 0.98 -1.50 -0.54
H -1.42 0.53 1.99
H -0.88 0.15 0.23
H -1.57 2.24 -0.62
H -2.40 2.51 1.05
H 0.53 3.55 1.49
H -0.73 5.67 2.04
H -2.40 5.02 1.32
H -1.59 4.22 2.94
H 1.05 4.43 -0.67
H -0.50 5.60 -0.46
H -0.60 4.00 -1.47
O 7.57 -2.74 -2.81
S 6.44 -3.45 -3.37
O 5.76 -3.01 -4.56
O 5.33 -3.69 -2.19
C 4.85 -2.57 -1.47
C 3.85 -1.77 -2.28
C 6.90 -5.15 -3.59
H 5.68 -1.94 -1.14
H 4.36 -2.95 -0.57
H 4.32 -1.30 -3.14
H 3.39 -0.99 -1.67
H 3.06 -2.43 -2.67
H 7.37 -5.51 -2.67
H 7.61 -5.20 -4.42
H 6.00 -5.73 -3.82
O -2.64 0.59 -1.92
S -3.91 -0.07 -2.12
O -4.08 -1.49 -1.93
O -4.50 0.35 -3.58
C -3.69 0.13 -4.72
C -3.67 -1.33 -5.12
C -5.13 0.77 -1.14
H -2.67 0.51 -4.56
H -4.12 0.72 -5.54
H -3.16 -1.94 -4.37
H -3.15 -1.46 -6.08
H -4.69 -1.72 -5.22
H -5.05 1.85 -1.31
H -4.94 0.54 -0.09
H -6.12 0.41 -1.43
O -2.65 -1.20 2.41
S -4.01 -1.68 2.36
O -5.15 -0.81 2.55
O -4.15 -2.97 3.35
C -3.77 -2.82 4.71
C -4.82 -2.06 5.50
C -4.24 -2.56 0.83
H -2.79 -2.34 4.79
H -3.67 -3.83 5.12
H -4.88 -1.02 5.18
H -4.57 -2.07 6.57
H -5.81 -2.51 5.36
H -3.41 -3.26 0.69
H -4.25 -1.83 0.02
H -5.19 -3.09 0.86
*
```

Computed properties:
energy above the lowest of the compared OMol25 structures with the same formula, charge and spin = 137.1 kcal per mole
DFT total energy = -3375.815322 hartree
lowest unoccupied orbital energy = -6.7 eV

Record 4
# C14H16BO10P

3 unconnected molecules or ions with the total composition C14H16BO10P (wB97M-V/def2-TZVPD, the OMol25 dataset).

Structure (ORCA input):
```
! RIJCOSX wB97M-V def2-TZVPD def2/J DEFGRID3
* xyz 0 1
C 0.87 -3.57 -0.07
C 0.99 -2.07 0.34
O -0.23 -1.47 0.80
B -1.23 -1.36 -0.19
O -1.18 -0.47 -1.26
P -2.81 -2.48 -0.04
H -0.11 -4.00 0.11
H 1.58 -4.14 0.54
H 1.17 -3.66 -1.12
H 1.41 -1.48 -0.47
H 1.68 -2.02 1.19
H -0.32 -0.59 -1.67
H -2.52 -3.69 -0.73
H -2.90 -2.91 1.32
C -2.85 1.43 5.68
C -1.53 1.66 5.57
C -0.76 1.24 4.36
O 0.42 1.49 4.31
C -1.48 0.54 3.30
C -2.79 0.31 3.41
C -3.57 0.75 4.61
O -4.76 0.53 4.65
O -3.49 -0.33 2.46
O -0.84 2.27 6.54
H -3.41 1.73 6.55
H -0.91 0.22 2.44
H -4.40 -0.37 2.78
H 0.08 2.31 6.21
C 2.07 1.69 -5.78
C 2.98 2.47 -5.20
C 3.41 2.27 -3.79
O 4.26 2.99 -3.32
C 2.78 1.19 -3.03
C 1.86 0.42 -3.61
C 1.45 0.60 -5.03
O 0.62 -0.15 -5.50
O 1.25 -0.58 -2.94
O 3.57 3.48 -5.86
H 1.75 1.83 -6.80
H 3.08 1.06 -2.00
H 0.64 -0.99 -3.59
H 4.19 3.88 -5.23
*
```

Computed properties:
DFT total energy = -1661.712092 hartree
structure (SMILES) = O=C1C=C(O)C(=O)C=C1O.O=C1C=C(O)C(=O)C=C1O.CCOB(O)P
lowest unoccupied orbital energy = -1.9 eV

Record 5
# C4H12

2 unconnected molecules or ions with the total composition C4H12 (wB97M-V/def2-TZVPD, the OMol25 dataset).

Structure (ORCA input):
```
! RIJCOSX wB97M-V def2-TZVPD def2/J DEFGRID3
* xyz 0 1
C 0.04 -2.34 -0.56
C 0.46 -2.42 -1.98
H 0.04 -3.38 -0.05
H 0.98 -1.86 -0.15
H -0.92 -1.73 -0.61
H 0.56 -1.42 -2.49
H -0.10 -3.04 -2.69
H 1.49 -2.74 -2.07
C -1.10 2.13 1.32
C 0.46 2.48 1.25
H -1.71 2.31 0.57
H -1.26 1.09 1.71
H -1.50 2.86 2.08
H 0.89 2.63 2.25
H 0.49 3.49 0.77
H 1.20 1.95 0.64
*
```

Computed properties:
energy above the lowest of the compared OMol25 structures with the same formula, charge and spin = 29.6 kcal per mole
DFT total energy = -159.537766 hartree
structure (SMILES) = CC.CC
lowest unoccupied orbital energy = 1.0 eV

Record 6
# C5H12O2

2 unconnected molecules or ions with the total composition C5H12O2 (wB97M-V/def2-TZVPD, the OMol25 dataset).

Structure (ORCA input):
```
! RIJCOSX wB97M-V def2-TZVPD def2/J DEFGRID3
* xyz 0 1
C -0.35 -3.16 0.34
C 0.21 -1.73 0.25
C -0.84 -0.77 0.75
O -0.79 -0.20 1.82
C 0.63 1.64 -0.65
C -0.38 2.70 -0.25
O 1.77 2.17 -1.28
H -0.57 -3.42 1.38
H -1.27 -3.27 -0.25
H 0.38 -3.88 -0.04
H 1.11 -1.62 0.85
H 0.44 -1.49 -0.79
H -1.71 -0.62 0.07
H 0.91 1.04 0.23
H 0.18 0.95 -1.38
H 0.01 3.34 0.55
H -0.62 3.33 -1.11
H -1.31 2.25 0.13
H 2.24 2.70 -0.63
*
```

Computed properties:
energy above the lowest of the compared OMol25 structures with the same formula, charge and spin = 29.3 kcal per mole
DFT total energy = -348.158058 hartree
structure (SMILES) = CCC=O.CCO
lowest unoccupied orbital energy = 0.8 eV

Record 7
# C6H24O6

A molecular structure, C6H24O6 (wB97M-V/def2-TZVPD, the OMol25 dataset).

Structure (ORCA input):
```
! RIJCOSX wB97M-V def2-TZVPD def2/J DEFGRID3
* xyz 0 1
C 6.17 -16.11 9.56
O 7.43 -15.60 9.86
H 5.91 -15.96 8.51
H 6.19 -17.19 9.69
H 5.38 -15.78 10.24
H 8.12 -16.15 9.48
C 8.20 -17.94 9.32
O 8.53 -16.81 8.55
H 8.46 -18.86 8.80
H 8.73 -17.87 10.27
H 7.12 -17.99 9.46
H 9.48 -16.87 8.41
C 8.35 -13.24 10.25
O 7.21 -13.64 9.52
H 9.07 -14.01 10.53
H 8.90 -12.60 9.56
H 8.19 -12.66 11.16
H 7.08 -14.57 9.72
C 5.90 -16.27 12.37
O 5.75 -15.75 13.69
H 6.37 -17.24 12.52
H 4.95 -16.40 11.84
H 6.59 -15.69 11.76
H 5.65 -14.80 13.64
C 3.54 -16.65 9.47
O 3.97 -15.69 8.58
H 3.46 -17.61 8.96
H 4.16 -16.66 10.37
H 2.52 -16.44 9.79
H 4.12 -14.86 9.03
C 3.64 -17.07 6.49
O 4.79 -16.39 6.98
H 3.73 -18.09 6.87
H 2.75 -16.58 6.86
H 3.58 -17.06 5.40
H 4.56 -16.02 7.83
*
```

Computed properties:
energy above the lowest of the compared OMol25 structures with the same formula, charge and spin = 293.6 kcal per mole
DFT total energy = -693.984586 hartree
lowest unoccupied orbital energy = 0.4 eV

Record 8
# C37H53KN11O5PSe2

A molecular structure, C37H53KN11O5PSe2 (wB97M-V/def2-TZVPD, the OMol25 dataset).

Structure (ORCA input):
```
! RIJCOSX wB97M-V def2-TZVPD def2/J DEFGRID3
* xyz 0 1
K 0.49 0.74 0.00
N -2.13 -0.71 -0.68
N -2.31 -1.40 -1.88
C -1.23 -1.58 -2.72
N -1.47 -2.40 -3.78
N -0.11 -1.02 -2.46
N 0.79 -1.16 -3.55
O 1.64 -0.08 -3.64
O 1.43 -2.41 -3.54
H -2.08 -1.33 0.12
H -2.92 -0.10 -0.52
H -2.96 -2.17 -1.87
H -2.42 -2.46 -4.12
H -0.77 -2.32 -4.51
C -2.16 4.17 -0.90
O -0.94 3.98 -0.16
C -1.03 3.19 0.90
O -2.03 2.57 1.20
H -1.98 5.04 -1.52
H -2.98 4.34 -0.21
H -2.36 3.30 -1.52
C 0.79 -0.40 3.15
O 1.49 0.27 2.11
H 0.23 0.30 3.77
H 1.48 -0.97 3.79
H 0.09 -1.10 2.68
H 2.05 0.95 2.53
Se 3.35 2.98 -0.47
N 3.70 2.97 1.31
C 2.56 3.07 1.97
C 2.38 2.96 3.36
C 1.06 2.99 3.87
C -0.03 3.06 3.09
N 0.11 3.19 1.67
C 1.38 3.18 1.10
N 1.56 3.10 -0.18
H 3.24 2.88 4.00
H 0.93 2.93 4.94
H -1.05 3.15 3.44
N -0.84 1.86 -2.68
C -1.26 1.86 -4.00
C -0.56 2.58 -4.98
C -1.04 2.65 -6.27
C -2.22 2.01 -6.63
C -2.91 1.29 -5.67
C -2.44 1.21 -4.37
H -1.10 1.03 -2.17
H 0.12 2.14 -2.53
H 0.37 3.07 -4.71
H -0.48 3.21 -7.01
H -2.60 2.09 -7.64
H -3.83 0.78 -5.94
H -2.98 0.64 -3.62
C 4.67 -3.65 -0.18
C 3.82 -2.94 0.88
C 4.44 -1.56 1.15
C 3.82 -3.73 2.19
P 2.03 -2.58 0.37
C 2.37 -1.92 -1.31
C 2.52 -0.60 -1.41
C 2.81 -0.01 -2.77
C 3.94 -0.81 -3.38
C 3.81 -2.13 -3.31
C 2.54 -2.64 -2.64
C 1.11 -4.23 0.15
C 1.84 -5.47 -0.37
C 0.53 -4.53 1.54
C -0.07 -3.92 -0.77
H 5.69 -3.75 0.18
H 4.70 -3.07 -1.11
H 4.30 -4.65 -0.40
H 5.44 -1.68 1.59
H 3.83 -0.98 1.85
H 4.56 -0.99 0.23
H 4.84 -3.82 2.57
H 3.43 -4.74 2.05
H 3.22 -3.22 2.94
H 2.44 0.08 -0.57
H 3.04 1.05 -2.72
H 4.78 -0.30 -3.84
H 4.53 -2.83 -3.71
H 2.55 -3.72 -2.55
H 2.63 -5.80 0.31
H 2.28 -5.30 -1.35
H 1.12 -6.28 -0.47
H 1.30 -4.78 2.27
H -0.16 -5.38 1.48
H -0.03 -3.67 1.92
H 0.25 -3.79 -1.81
H -0.56 -3.01 -0.44
H -0.80 -4.74 -0.73
C -2.79 0.79 5.15
N -3.59 1.22 4.04
C -3.90 0.49 2.94
Se -3.39 -1.22 2.58
N -4.69 1.25 2.15
C -4.83 2.51 2.69
C -5.45 3.66 2.22
C -5.35 4.79 3.02
C -4.68 4.77 4.24
C -4.06 3.62 4.71
C -4.14 2.49 3.90
H -2.48 -0.24 4.98
H -3.37 0.84 6.07
H -1.90 1.42 5.23
H -5.01 0.95 1.25
H -5.95 3.68 1.27
H -5.80 5.72 2.68
H -4.62 5.67 4.83
H -3.54 3.60 5.65
*
```

Computed properties:
energy above the lowest of the compared OMol25 structures with the same formula, charge and spin = 115.1 kcal per mole
DFT total energy = -8164.202147 hartree
lowest unoccupied orbital energy = 0.0 eV